No. 1
This record from the OMol25 dataset describes a structure of composition C27H88ClN4O18PSSi2. The level of theory is ωB97M-V/def2-TZVPD.

```
! wB97M-V def2-TZVPD RIJCOSX def2/J DEFGRID3
* xyz 0 1
Cl -5.7317 0.9359 -3.1243
S -1.1371 -1.3969 -5.1761
P -3.5419 5.7890 -0.7304
Si -2.4480 3.8283 -0.5611
Si -3.3148 1.2346 -1.3048
O -3.1329 2.8659 -1.7859
O -0.0800 -1.5676 -7.7507
O 0.3190 -6.7204 2.2191
O -7.5679 0.5892 6.0029
O 2.5915 1.3907 -2.9531
O -2.8878 6.4562 -2.1692
O 4.3103 0.1645 1.8396
O -7.2170 -1.4233 2.7476
O 10.8058 2.6628 0.6587
O -3.1965 -2.1325 -8.7404
O 0.3894 -6.8312 -2.5087
O -0.8485 -9.1510 0.8975
O -4.8401 -0.3551 5.9100
O 0.8494 -3.8289 0.1102
O 8.6673 -0.3394 2.7588
O -5.0259 4.4918 3.0904
O 12.9985 -0.8841 -0.1790
O -2.5201 7.8627 3.5440
N 0.4360 -3.2747 -6.5472
N -3.1875 6.8066 0.6544
N -0.7157 4.0727 -0.8626
N 1.0061 -3.4269 -7.7515
C -4.4625 -0.4351 7.2747
C 0.7053 -6.8077 3.5891
C -1.7666 -1.1084 -1.8329
C 1.3579 -5.8033 -2.6889
C 2.3906 3.0424 1.0262
C -5.1228 0.6322 -1.4368
C -0.2150 -2.1266 -6.5293
C -2.2961 0.1994 -2.5312
C -0.3738 -9.4069 -0.4206
C 5.6308 0.5811 1.4975
C -5.9998 -1.4655 3.4977
C 12.7377 -1.8443 0.8386
C 2.0579 -3.8568 0.8592
C -8.4530 1.0304 4.9722
C -6.0423 1.3594 -0.3892
C -7.2121 0.4269 0.0931
C 0.1106 4.0005 0.3860
C -5.7162 5.5857 3.6800
C 11.2405 2.3230 -0.6553
C 1.0058 2.7129 0.3703
C 3.5598 2.4007 -3.2085
C -1.4814 8.8095 3.7654
C 0.6948 -2.3995 -8.5108
C -0.4380 -1.6645 -2.4253
C -0.5941 -2.4316 -3.7661
C 9.4692 0.5789 2.0144
C -2.6979 -2.3950 -10.0449
H 2.7975 -4.4833 0.3537
H -1.1028 -10.0263 -0.9410
H -2.1838 6.7105 0.8371
H -1.7547 -2.9449 -9.9789
H 4.0183 2.2417 -4.1880
H -5.1447 -0.4599 -1.2096
H 8.8417 1.0576 1.2670
H -7.6874 1.1780 6.7560
H -0.2698 -6.7296 -3.2036
H 0.3523 -0.8818 -2.4572
H 0.5283 -4.7368 0.0542
H 1.1970 2.4075 -0.6796
H -6.1992 -1.8247 4.5063
H 1.9214 1.4566 -3.6420
H -5.3923 1.6638 0.4648
H 4.2501 -0.7762 1.6461
H 3.0686 3.5880 0.3328
H 1.6251 -7.3852 3.6527
H -5.6412 0.1873 5.8632
H 12.1959 1.7964 -0.6038
H -2.5374 -1.5987 -8.2841
H -8.1625 0.6943 -0.4153
H -2.9905 -0.0612 -3.3680
H 10.2811 0.0456 1.5147
H 0.4135 -2.8366 -4.0188
H -0.2496 -8.4640 -0.9559
H -5.1300 5.9978 4.5051
H -6.9932 -0.6491 -0.0791
H 2.8908 2.0931 1.3517
H 12.3516 -1.3245 1.7132
H 2.1151 -5.8984 -1.9124
H 11.4773 3.2360 1.0424
H -2.5451 -1.4533 -10.5796
H 0.5825 -9.9362 -0.3746
H 0.8116 4.8688 0.4152
H -4.2552 0.5649 7.6670
H -6.6709 5.2271 4.0613
H -6.4502 2.2757 -0.8575
H -2.5944 -1.8497 -1.8342
H 3.0896 3.3873 -3.1764
H 1.8681 -4.2478 1.8614
H -1.5683 -0.8412 -0.7653
H -3.4274 -2.9983 -10.5814
H -7.3232 0.5997 1.1839
H 0.4738 1.8966 0.9085
H -5.5866 -0.4617 3.5503
H 9.8800 1.3397 2.6787
H -0.5018 4.0663 1.3178
H -0.9965 8.5764 4.7110
H -8.2086 2.0556 4.6837
H -1.9856 6.7353 -1.9256
H 5.8103 0.4048 0.4330
H -1.2397 -3.3299 -3.6466
H -5.2622 -0.9019 7.8580
H -0.0752 -7.3087 4.1659
H 2.4398 -2.8401 0.9358
H -0.0632 -2.4281 -1.6783
H 5.7258 1.6453 1.7069
H -0.1871 -8.5995 1.3345
H 4.3282 2.3447 -2.4397
H -5.2816 -2.1250 3.0027
H 9.2382 -0.7524 3.4142
H -3.3856 7.7620 0.3484
H 13.3384 -1.3620 -0.9425
H 2.2307 3.7039 1.9095
H -3.5622 -1.0426 7.3515
H -0.4960 -6.2071 2.1833
H -7.5628 -2.3210 2.7146
H 0.8793 -5.8076 3.9929
H 10.4959 1.6730 -1.1108
H -0.6402 5.0495 -1.1584
H 11.9940 -2.5660 0.4916
H -4.1862 4.8309 2.7602
H -2.7665 1.0385 0.0544
H 13.6601 -2.3650 1.1079
H 0.8745 -4.8269 -2.6059
H -0.7437 8.7533 2.9597
H -1.8980 9.8189 3.8143
H -2.9362 8.0839 2.7044
H -1.4981 0.8262 -2.9876
H 1.8308 -5.9019 -3.6688
H -9.4862 0.9805 5.3229
H -2.6296 3.2041 0.7570
H -5.8957 6.3621 2.9315
H -8.3330 0.3760 4.1109
H 6.3614 0.0303 2.0920
H 11.3461 3.2295 -1.2573
H 1.0280 -2.2659 -9.5429
*
```

Output
Kohn-Sham gap, Eh: 0.3020
HOMO energy, Eh: -0.297


No. 2
This record from the OMol25 dataset describes a cluster of 17 separate species, C27H88O27S5 in total. The level of theory is ωB97M-V/def2-TZVPD.

```
! wB97M-V def2-TZVPD RIJCOSX def2/J DEFGRID3
* xyz 0 1
S 10.8939 -0.3955 -0.1364
S -3.7492 -7.4676 1.7145
S -7.0287 -2.0603 6.6312
S -0.9056 1.1901 0.4546
S -9.1907 -2.8655 -2.8903
O -5.8246 -1.8518 5.8185
O -6.2749 3.1246 -3.4594
O -10.3133 -2.0650 -2.3851
O 5.8257 4.8433 -7.6293
O -8.4141 -1.7692 5.7711
O -1.8198 1.4513 -7.1794
O -3.7549 -8.7577 0.9897
O 1.8171 8.5548 -1.8815
O 9.6012 0.1996 -0.5487
O 4.6256 0.3993 7.3944
O -9.0642 -4.3215 -2.5919
O -3.1749 -6.2280 1.1253
O 5.7806 -3.1325 -0.4752
O -7.1511 -3.4154 7.2089
O 11.1364 -1.7643 -1.0843
O -0.6081 -4.4468 7.4828
O -5.2993 -7.0152 2.1265
O 0.0484 8.5403 5.1891
O 0.6037 1.4291 -0.3283
O 7.2648 0.1960 -6.4471
O -9.0714 -2.5890 -4.5609
O -0.9998 2.2573 1.4578
O -1.9258 1.0655 -0.5598
O 0.5054 -2.4957 -6.5056
O 11.1681 -0.7588 1.2690
O -3.6878 3.2902 6.1702
O 5.2570 5.8624 -0.2392
C 4.5534 -0.1833 6.1012
C -9.2143 -1.2661 -5.0264
C 12.8062 -3.3120 -1.9215
C 2.4485 1.0320 -1.7948
C -7.5289 -2.1038 -2.3027
C -9.7623 0.3345 5.5581
C -10.5825 -0.9521 -5.5995
C -1.0184 2.6163 -7.2745
C -3.0924 -7.6647 3.4248
C -5.9721 4.0019 -4.5643
C 1.8566 -2.2892 -6.8353
C -6.2327 -8.8524 3.4713
C 0.3780 8.4232 3.7760
C 5.8993 5.7739 -6.5491
C 6.5663 6.4142 -0.5454
C 5.3414 -3.1620 0.8482
C -6.3910 -7.9073 2.3394
C -2.5306 2.8165 6.7905
C 0.9415 0.7746 -1.5933
C -0.4282 -0.3920 1.3904
C 0.8143 -4.6200 7.3095
C 8.6561 0.1774 -5.9853
C 12.1994 -2.6067 -0.6999
C 12.1621 0.8705 -0.7181
C -7.2070 -0.7918 7.9740
C 1.1317 7.7649 -2.8183
C -8.5403 -0.4421 5.0896
H -6.8391 4.6389 -4.7391
H 5.4924 -0.1597 5.5481
H 1.7965 -1.2023 -6.8913
H 8.6497 0.9140 -5.1819
H 12.0124 -3.7865 -2.4984
H 12.8149 0.3917 -1.4480
H -1.0093 -5.2519 7.8181
H 2.0665 -2.8630 -7.7379
H 5.2701 5.3896 -5.7462
H -0.3511 -1.1650 0.6258
H -1.7974 3.6169 6.6909
H 1.7147 7.6856 -3.7359
H 5.0204 -4.1800 1.0694
H 1.3613 -4.3114 8.2004
H 2.5357 -2.4627 -6.0005
H 7.1841 5.5630 -0.8317
H -2.1955 -8.2826 3.3826
H 11.9985 -3.4505 -0.0397
H 0.5184 -0.3476 1.9289
H 4.2388 -1.2029 6.3240
H 3.0042 1.4087 -0.9361
H -5.4035 2.8585 -3.1571
H -8.4547 -1.0049 -5.7632
H -7.2751 -9.1562 3.5673
H -6.8236 -8.4297 1.4861
H 2.8689 0.0532 -2.0257
H -2.5725 2.6638 7.8690
H 11.6623 1.6356 -1.3122
H -1.2358 -0.6190 2.0864
H -6.9376 -1.2161 8.9412
H 13.6864 -3.9322 -1.7519
H -2.2202 1.8974 6.2936
H 0.3564 1.3392 -2.3191
H -1.9016 1.2988 -8.1237
H 1.3897 8.0971 3.5347
H 0.0467 2.3849 -7.2767
H -7.4246 -1.0390 -2.5115
H 7.0892 1.1160 -6.6580
H 13.0032 -2.0294 -0.2431
H -6.0443 -8.2892 4.3852
H -5.6011 3.6327 -5.5204
H -0.2492 7.6323 3.3648
H 4.5812 -2.4111 1.0633
H 6.1267 -3.1534 1.6040
H -9.1871 -0.5379 -4.2158
H -6.6582 -2.6211 -2.7055
H -1.1072 3.0085 -8.2876
H 9.3149 0.4294 -6.8163
H -10.6351 -0.0472 5.0283
H -5.5905 -9.7111 3.2755
H -10.8962 -1.5435 -6.4596
H -5.2148 4.7051 -4.2175
H -9.8961 0.1267 6.6197
H -2.9126 -6.6616 3.8115
H -9.6576 1.3759 5.2537
H -3.5843 3.2948 5.2158
H -3.9094 -8.1652 3.9445
H 1.1288 -4.1147 6.3964
H -10.6946 0.1065 -5.8341
H -0.9095 8.4788 5.2023
H 6.0884 -2.2488 -0.6895
H -0.0142 9.2731 3.2175
H -0.0423 -1.7786 -6.8334
H -7.1759 -7.2624 2.7346
H 2.1345 9.3612 -2.2945
H 2.7489 1.7326 -2.5739
H 6.5453 7.0867 -1.4029
H -11.3433 -1.3346 -4.9191
H -6.6129 0.0754 7.6857
H 0.9542 6.7645 -2.4236
H 12.6553 1.1902 0.1999
H 6.6161 5.0908 -8.1147
H 13.1618 -2.3694 -2.3378
H 0.6152 -0.2399 -1.8224
H -8.2141 -0.3782 8.0279
H 8.9835 -0.7778 -5.5749
H 0.8922 -5.7057 7.2525
H 6.9500 5.8355 -6.2659
H -1.2591 3.2860 -6.4488
H 3.7581 0.2457 7.7759
H 3.7963 0.2838 5.4714
H -8.5892 -0.5778 4.0091
H -7.7170 0.1803 5.4404
H 0.2373 8.3462 -3.0425
H 4.5798 6.4677 -0.5502
H 7.0619 6.9936 0.2335
H 5.4061 6.7039 -6.8317
H -7.4842 -2.0971 -1.2136
*
```

Output
Kohn-Sham gap, Eh: 0.3739
HOMO energy, Eh: -0.373


No. 3
This record from the OMol25 dataset describes a cluster of 31 separate species, C27H93ClF5N3O41PS3 in total. The level of theory is ωB97M-V/def2-TZVPD.

```
! wB97M-V def2-TZVPD RIJCOSX def2/J DEFGRID3
* xyz 1 1
Cl 1.0937 0.1051 -4.3909
S -10.3081 0.8347 -0.0652
S 0.5517 -4.9507 -0.5663
S -0.3393 -1.0452 -1.4221
P 0.1274 -4.4856 2.3740
F -1.8553 -3.8912 -1.5193
F -1.8795 -6.0462 -0.6808
F 0.1385 -6.5996 -3.1474
F -1.0060 -4.6170 -3.8830
F -2.1914 -6.5436 -3.1521
O 0.6106 -2.8541 5.9361
O -9.9958 4.4853 3.2922
O 1.3495 -5.3008 2.9115
O 3.1338 3.2446 -5.6461
O 1.3215 2.8122 3.9680
O -11.3334 -4.0745 4.3896
O 3.0489 -1.7517 2.3403
O 3.2899 -2.1748 -1.1034
O 2.6244 -0.4242 0.4820
O -7.1004 3.0421 -3.0798
O -7.5778 6.1382 3.5781
O -6.2687 1.9806 0.7447
O 5.7002 4.5364 0.2775
O -8.3693 2.3330 1.6552
O 2.7570 -1.5336 7.9879
O 12.8279 3.0420 0.3259
O -1.2477 -8.1480 -5.8558
O 2.9390 -3.3927 -5.5654
O 7.5421 -1.0186 3.3573
O -5.6402 4.6768 -5.3416
O 1.7341 -4.7254 -1.4820
O -2.5563 1.2013 4.0883
O -8.3211 6.1436 -5.4282
O -10.1554 2.8459 -3.2017
O 10.6901 5.9610 -7.4954
O 4.9831 -4.3628 3.6892
O -2.8271 -3.5568 3.4238
O -5.6216 -4.6600 2.7894
O -3.1194 1.3261 0.1712
O -1.0002 1.0300 1.0736
O 3.8388 4.8428 2.5008
O 4.8776 -3.0075 0.3609
O 0.7828 -6.3216 0.0774
O 10.4052 3.4496 0.4997
O 9.3700 3.3567 -7.1649
O -12.9132 -0.1784 0.8576
O 7.3266 1.5574 -5.2231
O -15.6905 0.0970 0.6612
O 3.2422 2.6693 -2.2641
O -10.7220 -1.6066 2.7639
O 11.6365 0.2013 0.3248
N 0.4807 -3.7871 0.7729
N 0.9942 -1.8942 -0.7242
N 0.6764 -1.4310 1.6713
C -4.1488 0.7301 1.0220
C -7.6913 1.7816 0.7060
C -1.8358 -0.9651 -0.3399
C -8.4779 0.9429 -0.4206
C -5.2641 1.1897 -1.3770
C 0.6738 -2.4594 0.6390
C 4.5338 -2.0273 -0.4116
C 5.9573 -0.0582 0.8215
C 3.9156 -1.7186 4.7751
C 4.5240 1.4799 3.6116
C 2.2935 -1.1497 -0.7012
C 6.3255 -0.3462 -1.8374
C 5.5908 -0.8320 -0.5280
C 1.9819 0.4516 2.6627
C 3.4331 1.0831 2.9665
C 7.7053 1.6457 -0.4300
C 2.4310 -0.0444 -1.9180
C 6.9735 1.1440 0.9093
C 2.0721 -0.9011 1.7167
C 3.8405 -0.3702 -4.2235
C 7.3679 0.8602 -1.7876
C -1.9253 0.5074 0.3747
C -0.9763 -5.7217 -2.9618
C -5.5574 0.8293 0.1911
C -1.0890 -5.1041 -1.4706
C 2.7511 -2.1614 3.6895
C 2.4579 -0.7133 -3.3877
H -9.2729 6.2227 -5.5752
H 8.4486 2.5476 -0.3960
H -10.7551 -1.0634 3.5628
H -4.8939 2.2887 -1.5022
H -4.5217 0.4477 -1.8742
H 1.9216 -1.2814 7.5732
H 3.6117 -0.1111 -5.3390
H -6.2498 1.1038 -1.9875
H 3.5015 0.4018 -1.7623
H -6.5681 -4.5688 2.6159
H 8.4801 -0.8387 3.5052
H 11.2535 6.2397 -8.2293
H -0.3379 -2.7671 5.7677
H -2.8669 2.0234 4.4908
H -1.9885 -1.8350 0.3946
H -5.9495 5.4987 -4.9345
H -8.3247 1.3711 -1.4843
H -6.5489 3.3392 -3.8176
H -10.8771 -0.9768 2.0465
H 4.1026 -2.6180 5.4938
H 2.7462 -4.2369 -5.1360
H -8.0807 -0.1431 -0.4478
H 10.7775 2.5614 0.5822
H 0.8287 -3.7347 5.5992
H 7.9156 1.2383 -2.7276
H 13.0832 3.2995 -0.5704
H -4.1977 1.3706 1.9859
H -10.8828 0.6928 -1.3432
H 7.5410 -1.7348 2.7082
H 5.4468 1.7675 4.2562
H 7.2176 1.6931 1.8968
H 1.7402 -1.8600 4.1350
H -3.6629 -3.3029 3.0069
H -1.4850 -7.4651 -5.2112
H 13.6614 3.0470 0.8167
H -6.0893 -0.1807 0.3341
H 10.3784 6.7914 -7.1115
H -16.6402 0.1823 0.5043
H 11.6334 -0.5204 -0.3177
H -10.3453 2.8755 -2.2531
H 4.5583 -1.2713 -4.2242
H 2.4392 2.5831 -5.5192
H 1.7224 0.8493 -1.7950
H -7.4089 3.8639 -2.6732
H -1.9988 1.4962 3.3541
H 3.1519 4.1750 2.6340
H -5.0899 4.9736 -6.0782
H 4.6203 4.4612 2.9222
H 2.7773 -3.3306 3.7100
H -10.9454 4.5674 3.1368
H 6.1394 -0.8752 -2.8370
H 3.6560 -0.7449 5.3253
H -0.9093 -5.4849 2.1504
H -15.4760 -0.7851 0.3297
H -13.0149 -0.9759 1.3948
H 2.1006 -3.1425 -5.9765
H 0.2775 -1.6972 2.5758
H -11.2848 -4.9797 4.0559
H 3.0943 3.2962 -2.9864
H 0.5275 3.1178 3.5083
H -2.7621 -0.9936 -1.0544
H 3.9116 2.8508 -5.2272
H 3.2054 3.2172 -1.4680
H 1.1257 2.9692 4.9017
H 10.2179 3.3017 -7.6232
H -8.2676 5.4707 3.7094
H -0.4163 -3.5694 3.3315
H 4.3301 0.5956 -3.7872
H 5.0475 5.0931 0.7273
H -6.7946 5.7492 3.9878
H -9.1885 2.8705 -3.2483
H 4.8894 -1.6288 4.1350
H 6.1400 5.1400 -0.3357
H 11.1392 4.0315 0.7273
H -10.7571 -3.5739 3.7942
H 1.3912 1.2883 2.1018
H 5.4579 -0.4213 1.7890
H 5.5678 -3.8583 3.1076
H 1.3598 0.2408 3.6208
H -9.7793 3.6024 2.9595
H -3.9291 -0.3510 1.3544
H 12.5746 0.3808 0.4707
H 7.9049 2.0483 -5.8239
H -1.1793 -8.9529 -5.3254
H 2.5631 -2.3826 8.4061
H 7.3784 0.6468 -5.5415
H -13.6351 0.3954 1.1519
H -3.0280 -4.3993 3.8532
H 2.1999 -1.8404 -3.4109
H 5.0377 -5.2656 3.3488
H -5.4087 -5.5452 2.4648
H -8.1046 5.2636 -5.7657
H 9.3131 4.2815 -6.8911
*
```

Output
Kohn-Sham gap, Eh: 0.1649
HOMO energy, Eh: -0.358